C28H58B2N3O10S2 | the ωB97M-V functional and the def2-TZVPD basis

Summary:
Total charge: +1
Energy above the lowest of the compared OMol25 structures with the same formula, charge and spin: 0.0 kJ/mol

Last column: Mulliken charge in e.
Geometry (Å):
C: -3.280 -0.431 1.717  -0.985
B: -2.722 0.736 0.857  0.581
O: -3.046 2.007 1.229  -0.515
C: -1.735 0.591 -0.402  0.094
N: -0.556 1.268 -0.329  0.132
C: 0.385 1.293 -1.289  0.044
C: 1.601 2.109 -0.996  -1.183
C: 2.344 1.653 0.290  -0.501
C: 2.429 2.782 1.321  -0.917
S: 4.066 2.828 2.119  -0.102
C: 4.201 4.605 2.469  0.181
S: 4.514 5.611 1.234  -0.193
N: 4.080 4.913 3.804  -0.031
C: 2.729 4.487 4.308  -0.579
C: 2.282 5.350 5.469  -0.807
O: 2.121 6.704 5.115  -0.422
C: 2.990 7.107 4.063  -0.186
C: 4.288 6.334 4.133  -1.002
C: 0.151 0.580 -2.470  0.681
B: 1.166 0.568 -3.697  0.399
N: 1.501 1.812 -4.376  -0.624
O: 1.706 -0.611 -4.090  -0.484
C: -1.037 -0.133 -2.584  -0.698
C: -1.994 -0.139 -1.561  0.189
C: -3.271 -0.907 -1.769  -1.049
C: -4.306 -0.067 -2.520  -0.542
O: -5.162 0.587 -1.576  -0.510
H: -4.257 -0.133 2.094  0.298
H: -2.655 -0.612 2.592  0.354
H: -3.394 -1.376 1.199  0.351
H: -2.690 2.660 0.617  0.316
H: -0.372 1.795 0.517  0.331
H: 1.274 3.145 -0.913  0.472
H: 2.302 2.084 -1.822  0.303
H: 1.869 0.773 0.711  0.572
H: 3.355 1.377 0.015  0.201
H: 1.683 2.667 2.108  0.354
H: 2.271 3.762 0.881  0.479
H: 2.749 3.437 4.573  0.493
H: 2.014 4.646 3.499  0.376
H: 1.355 4.930 5.848  0.422
H: 3.023 5.276 6.271  0.311
H: 2.494 6.974 3.102  0.217
H: 3.182 8.169 4.184  0.403
H: 5.087 6.782 3.561  0.516
H: 4.599 6.369 5.176  0.374
H: 1.177 2.616 -3.850  0.230
H: 1.050 1.913 -5.282  0.288
H: 1.911 -0.560 -5.032  0.265
H: -1.258 -0.710 -3.471  0.478
H: -3.706 -1.263 -0.847  0.044
H: -3.021 -1.786 -2.360  0.541
H: -3.829 0.704 -3.124  0.370
H: -4.913 -0.672 -3.185  0.347
H: -4.892 1.505 -1.519  0.291
C: -9.281 0.832 3.980  -0.689
O: -9.667 -0.018 2.914  -0.377
C: -8.790 0.027 1.803  -0.539
C: -7.822 -1.136 1.795  -0.406
O: -6.932 -1.102 2.902  -0.265
C: -7.323 -1.960 3.963  -0.826
H: -9.830 0.518 4.866  0.254
H: -8.211 0.765 4.185  0.281
H: -9.542 1.871 3.755  0.320
H: -8.246 0.977 1.779  0.311
H: -9.407 -0.029 0.901  0.377
H: -7.211 -1.073 0.888  0.321
H: -8.366 -2.085 1.770  0.333
H: -7.064 -2.998 3.731  0.304
H: -8.394 -1.892 4.163  0.351
H: -6.778 -1.653 4.854  0.253
C: 0.604 -3.726 -3.821  -0.552
O: 0.097 -4.610 -4.802  -0.413
C: 1.000 -4.838 -5.875  -0.358
C: 1.771 -6.129 -5.713  -0.530
O: 2.623 -6.099 -4.581  -0.378
C: 2.086 -6.759 -3.447  -0.718
H: -0.007 -3.844 -2.924  0.302
H: 1.644 -3.946 -3.567  0.409
H: 0.531 -2.692 -4.164  0.093
H: 1.693 -3.996 -5.977  0.185
H: 0.403 -4.896 -6.790  0.424
H: 2.406 -6.267 -6.593  0.382
H: 1.084 -6.979 -5.658  0.314
H: 2.191 -7.843 -3.550  0.328
H: 1.033 -6.513 -3.295  0.316
H: 2.655 -6.434 -2.577  0.229
C: 4.905 -0.805 -1.468  -0.712
O: 4.645 -0.824 -0.073  -0.210
C: 4.222 -2.096 0.399  -0.373
C: 5.353 -2.876 1.034  -0.661
O: 6.359 -3.203 0.095  -0.375
C: 7.483 -2.337 0.138  -0.685
H: 5.490 0.088 -1.683  0.263
H: 5.471 -1.682 -1.786  0.515
H: 3.966 -0.759 -2.035  0.028
H: 3.770 -2.674 -0.414  0.293
H: 3.451 -1.920 1.157  0.348
H: 4.950 -3.818 1.419  0.387
H: 5.774 -2.320 1.877  0.339
H: 8.129 -2.593 0.983  0.334
H: 7.186 -1.289 0.216  0.269
H: 8.042 -2.478 -0.785  0.242

C28H58BBeCl2F2KN6NaO15P2S3 | the ωB97M-V functional and the def2-TZVPD basis

Summary:
Total charge: +1
Energy: -6357.55885 a.u.

Last column: Mulliken charge in e.
Geometry (Å):
C: -2.206 -4.826 1.676  -0.408
C: -0.691 -4.599 1.264  -0.030
C: -0.347 -3.026 1.236  -0.562
C: -0.851 -2.509 -0.159  -0.444
C: -1.109 -0.913 -0.275  0.295
P: -3.017 -0.770 -0.023  -0.175
N: -3.483 -1.796 1.374  -0.412
O: -3.871 -1.461 -1.317  -0.392
N: -0.577 -0.297 0.956  0.277
C: -0.305 1.171 0.929  1.607
S: -1.407 1.828 2.340  -0.374
C: 1.185 1.365 1.443  -0.804
C: 1.538 2.306 2.663  -1.481
C: 1.606 3.867 2.404  0.297
C: 0.369 4.704 2.937  -0.520
O: 0.299 4.493 4.354  -0.238
C: -1.049 4.330 4.831  -0.632
C: -0.771 1.960 -0.376  -2.796
C: 0.078 3.278 -0.558  0.178
C: -0.272 4.150 -1.820  -0.552
C: 0.767 5.345 -1.995  -0.346
Cl: 1.513 5.306 -3.684  -0.409
N: -1.013 1.196 -1.633  1.492
C: -2.271 1.447 -2.391  0.247
C: -3.030 2.809 -2.171  -0.883
N: -3.985 2.849 -1.302  -0.463
C: -0.559 -0.261 -1.593  -0.902
B: -0.973 -1.058 -2.975  1.663
O: -0.701 -0.460 -4.230  -1.135
O: -1.686 -2.277 -3.032  -0.669
C: -1.268 -3.183 -4.059  0.012
C: 0.177 -3.833 -3.820  -0.548
P: 1.360 -0.375 -1.734  0.585
O: 1.822 -1.200 -3.161  -0.375
O: 2.115 1.125 -1.882  -0.553
S: 2.270 -1.364 -0.352  -0.468
H: -2.495 -5.950 1.637  0.112
H: -2.392 -4.457 2.720  0.483
H: -2.912 -4.307 0.953  0.105
H: 0.007 -5.181 1.927  0.485
H: -0.616 -4.928 0.184  -0.149
H: 0.770 -2.981 1.382  0.275
H: -0.878 -2.595 2.133  0.166
H: -0.089 -2.867 -0.917  -0.151
H: -1.801 -3.071 -0.422  -0.067
H: -3.346 -1.159 2.171  0.256
H: -4.503 -1.933 1.338  0.310
H: -4.681 -1.840 -0.941  0.273
H: -1.252 -0.500 1.697  0.272
H: -1.063 1.054 3.430  0.232
H: 1.954 1.591 0.641  0.188
H: 1.529 0.350 1.819  0.419
H: 1.050 2.034 3.646  0.403
H: 2.625 2.030 2.879  0.503
H: 1.892 4.131 1.341  -0.098
H: 2.482 4.252 3.017  0.062
H: -0.587 4.540 2.379  0.538
H: 0.650 5.797 2.786  0.240
H: -1.826 4.729 4.130  0.340
H: -1.182 3.230 5.072  0.154
H: -1.096 4.858 5.833  0.261
H: -1.778 2.369 -0.035  0.677
H: -0.214 3.920 0.329  -0.337
H: 1.188 3.135 -0.581  0.614
H: -1.271 4.648 -1.623  -0.018
H: -0.357 3.552 -2.775  0.595
H: 0.225 6.313 -1.810  0.254
H: 1.548 5.204 -1.194  0.203
H: -0.298 1.579 -2.284  0.622
H: -3.092 0.687 -2.302  0.201
H: -2.050 1.519 -3.505  0.373
H: -2.791 3.730 -2.761  0.362
H: -4.352 3.816 -1.305  0.353
H: -1.565 -0.519 -4.837  -0.095
H: -1.395 -2.797 -5.112  0.322
H: -1.981 -4.066 -3.999  -0.003
H: 0.661 -3.484 -2.871  0.049
H: 0.157 -4.953 -3.830  0.078
H: 0.832 -3.501 -4.682  0.352
H: 2.798 -1.167 -3.092  0.457
H: 2.086 1.439 -2.806  0.359
C: 0.602 -8.303 -3.008  -0.670
N: 1.023 -7.253 -2.047  1.017
O: 1.857 -6.455 -2.418  -0.571
O: 0.497 -7.268 -0.949  -0.552
H: 1.147 -8.168 -3.938  0.315
H: 0.833 -9.267 -2.562  0.322
H: -0.468 -8.185 -3.165  0.151
C: 4.065 -9.644 0.325  -0.742
N: 3.448 -9.981 -0.983  0.905
O: 4.191 -10.233 -1.905  -0.524
O: 2.231 -9.978 -1.036  -0.537
H: 5.145 -9.685 0.222  0.310
H: 3.739 -8.641 0.592  0.276
H: 3.717 -10.378 1.050  0.299
O: -2.504 -5.436 -1.067  -0.305
S: -3.044 -6.399 -2.064  2.127
O: -3.261 -7.696 -1.353  -0.782
O: -2.093 -6.566 -3.171  -0.942
O: -4.323 -5.903 -2.584  -0.721
Na: -3.422 -7.374 -4.653  0.959
K: 2.202 6.056 -5.827  0.925
F: -2.352 5.508 -0.509  -0.862
Be: -3.391 -6.396 0.183  0.132
F: 4.931 7.915 3.657  -0.306
C: 4.047 7.873 4.671  0.371
C: 3.208 6.779 4.795  -0.428
C: 2.297 6.733 5.843  -0.228
C: 2.230 7.787 6.750  -0.563
C: 3.076 8.883 6.612  -0.387
C: 3.994 8.925 5.569  -0.451
H: 3.269 5.973 4.074  0.474
H: 1.641 5.878 5.953  0.356
H: 1.517 7.753 7.565  0.374
H: 3.020 9.704 7.316  0.365
H: 4.666 9.766 5.451  0.418
Cl: -2.377 -0.110 -6.280  -0.653
O: 1.620 8.589 -1.910  -0.654
H: 0.697 8.586 -1.630  0.352
H: 2.079 9.039 -1.192  0.318

C28H58I2N5O3 | the ωB97M-V functional and the def2-TZVPD basis

Summary:
2S+1: 3
Total charge: +1
Energy above the lowest of the compared OMol25 structures with the same formula, charge and spin: 0.0 kJ/mol

Last column: Mulliken charge in e.
Geometry (Å):
C: -0.447 3.822 -0.044  -1.646
C: -0.034 2.537 -0.814  1.911
C: 0.296 2.896 -2.251  -1.919
C: -1.149 1.483 -0.686  0.375
C: -1.089 0.381 -1.748  -2.089
C: -1.275 0.890 0.722  -0.933
O: -0.040 0.637 1.392  -0.064
N: 0.421 1.764 2.123  -0.108
C: 0.869 1.233 3.353  -0.352
N: -0.018 0.818 4.253  -0.106
N: 2.180 1.080 3.638  0.190
C: 3.225 1.657 2.763  -0.901
I: 3.300 0.577 0.906  0.111
C: 4.576 1.567 3.494  -0.283
C: 4.539 2.248 4.853  -1.387
I: 6.172 2.369 2.326  0.187
H: 0.322 4.105 0.670  0.228
H: -0.644 4.651 -0.716  0.524
H: -1.374 3.659 0.508  0.380
H: 0.867 2.164 -0.331  -0.535
H: 0.543 2.037 -2.868  0.303
H: 1.178 3.536 -2.246  0.515
H: -0.495 3.465 -2.736  0.427
H: -2.090 2.012 -0.866  0.255
H: -1.280 0.822 -2.721  0.556
H: -0.140 -0.149 -1.748  0.312
H: -1.916 -0.308 -1.581  0.518
H: -1.729 -0.094 0.624  0.379
H: -1.964 1.473 1.339  0.621
H: -0.352 2.398 2.327  0.402
H: 0.151 -0.043 4.785  0.202
H: -0.903 1.280 4.352  0.266
H: 2.291 1.392 4.599  0.208
H: 3.043 2.703 2.535  0.544
H: 4.792 0.512 3.641  0.472
H: 4.400 3.324 4.788  0.387
H: 3.822 1.791 5.535  0.448
H: 5.507 2.101 5.326  0.429
C: -2.734 -3.456 6.890  -1.748
C: -2.361 -2.022 6.445  1.775
C: -3.460 -1.439 5.551  -1.200
C: -3.474 -1.996 4.126  -0.943
C: -2.087 -1.903 3.492  -0.237
C: -1.005 -2.564 4.343  1.438
N: -1.044 -2.027 5.738  0.534
O: -0.496 -0.855 5.797  -0.708
C: -1.185 -4.092 4.321  -1.883
C: 0.365 -2.303 3.742  -1.206
C: -2.267 -1.189 7.719  -1.925
H: -1.844 -4.063 7.055  0.324
H: -3.279 -3.436 7.830  0.501
H: -3.372 -3.972 6.174  0.317
H: -3.336 -0.352 5.495  0.370
H: -4.426 -1.618 6.025  0.393
H: -3.829 -3.029 4.121  0.371
H: -4.188 -1.429 3.526  0.427
H: -2.095 -2.365 2.503  0.663
H: -1.839 -0.845 3.336  -0.468
H: -0.478 -4.576 4.994  0.395
H: -0.997 -4.465 3.315  0.431
H: -2.185 -4.421 4.586  0.347
H: 0.553 -1.240 3.608  0.015
H: 0.432 -2.760 2.756  0.489
H: 1.163 -2.719 4.359  0.376
H: -1.462 -1.542 8.365  0.463
H: -3.204 -1.270 8.267  0.488
H: -2.104 -0.132 7.513  0.352
C: 1.463 -1.595 -5.699  -1.739
C: 0.231 -1.176 -6.538  1.777
C: 0.486 -1.450 -8.024  -1.364
C: 1.423 -0.442 -8.693  -0.455
C: 0.960 0.990 -8.427  -1.356
C: 0.784 1.285 -6.939  1.509
N: -0.096 0.263 -6.299  0.962
O: -1.339 0.501 -6.577  -0.624
C: 2.161 1.337 -6.252  -1.462
C: 0.182 2.671 -6.752  -1.691
C: -0.925 -2.052 -6.068  -1.839
H: 1.551 -0.987 -4.798  0.175
H: 1.372 -2.631 -5.375  0.510
H: 2.399 -1.527 -6.252  0.334
H: -0.469 -1.440 -8.558  0.397
H: 0.893 -2.457 -8.130  0.340
H: 2.450 -0.585 -8.347  0.280
H: 1.438 -0.625 -9.768  0.422
H: 1.675 1.697 -8.852  0.389
H: 0.013 1.157 -8.948  0.346
H: 2.050 1.461 -5.173  0.075
H: 2.724 2.191 -6.629  0.471
H: 2.779 0.462 -6.431  0.316
H: -0.758 2.797 -7.284  0.380
H: 0.866 3.430 -7.129  0.442
H: 0.003 2.877 -5.694  0.235
H: -1.171 -1.854 -5.023  0.332
H: -0.640 -3.099 -6.162  0.476
H: -1.823 -1.904 -6.665  0.385

C28H58NO15S6 | the ωB97M-V functional and the def2-TZVPD basis

Summary:
Total charge: +1
Energy above the lowest of the compared OMol25 structures with the same formula, charge and spin: 166.1 kJ/mol

Last column: Mulliken charge in e.
Geometry (Å):
N: 0.278 -0.083 -1.078  0.295
H: 0.759 -0.223 -1.906  0.457
H: 0.556 -0.809 -0.440  0.063
H: -0.711 -0.125 -1.418  0.269
H: 0.433 0.859 -0.787  0.014
C: -1.443 -3.584 4.494  -2.237
C: -1.978 -2.573 3.432  0.466
C: -1.157 -1.411 2.939  0.138
O: -1.208 -1.653 1.517  0.284
C: -1.982 -2.684 1.209  0.067
O: -2.154 -2.999 0.066  -0.472
O: -2.398 -3.261 2.261  -0.338
H: -2.279 -4.295 4.677  0.371
H: -1.226 -3.234 5.318  0.674
H: -0.733 -4.131 4.017  0.563
H: -2.865 -2.266 4.046  0.186
H: -0.255 -1.396 3.482  -0.130
H: -1.408 -0.451 3.288  0.434
C: 3.918 -3.855 3.203  -0.447
C: 4.309 -4.626 1.973  -0.863
C: 3.359 -4.468 0.811  -0.758
S: 2.034 -3.395 1.313  1.390
O: 0.941 -4.266 1.596  -0.717
O: 1.942 -2.207 0.424  -0.724
C: 2.774 -2.909 2.855  -0.016
H: 4.833 -3.244 3.673  0.247
H: 3.467 -4.580 3.869  0.268
H: 4.456 -5.583 2.137  0.451
H: 5.224 -4.223 1.557  0.264
H: 2.964 -5.482 0.434  0.338
H: 3.840 -4.120 -0.116  0.394
H: 1.912 -2.873 3.639  0.202
H: 3.090 -1.863 2.774  -0.188
C: 3.769 5.540 -2.777  -0.767
C: 3.798 5.115 -4.258  -0.643
C: 3.254 3.667 -4.310  -0.654
S: 3.651 2.903 -2.925  1.062
O: 4.838 2.146 -3.253  -0.720
O: 2.555 2.353 -2.260  -0.552
C: 4.026 4.279 -1.888  -0.539
H: 2.792 6.070 -2.523  0.144
H: 4.287 6.365 -2.419  0.565
H: 4.809 4.976 -4.555  0.317
H: 3.430 5.957 -5.061  0.306
H: 3.496 3.169 -5.209  0.501
H: 2.182 3.854 -4.371  0.286
H: 4.974 4.241 -1.605  0.607
H: 3.611 4.364 -0.911  0.073
C: -0.717 4.505 -1.938  -0.742
C: -0.208 5.052 -0.543  -0.851
C: -0.550 4.050 0.379  0.121
S: -2.029 3.271 0.032  1.157
O: -3.117 3.901 0.734  -0.744
O: -1.891 1.858 0.028  -0.276
C: -1.885 3.707 -1.679  -0.747
H: 0.097 3.854 -2.099  0.052
H: -1.041 5.212 -2.598  0.596
H: -0.909 5.906 -0.426  0.320
H: 0.813 5.233 -0.638  0.394
H: -0.741 4.419 1.447  0.403
H: 0.281 3.369 0.424  -0.455
H: -2.651 4.492 -1.802  0.416
H: -2.140 2.924 -2.428  0.418
C: -7.072 -0.525 -0.840  -0.493
C: -7.055 0.753 0.056  -0.638
C: -5.575 1.241 -0.010  -0.680
S: -4.689 -0.292 -0.115  1.398
O: -4.451 -0.543 1.246  -0.726
O: -3.600 -0.283 -1.063  -0.670
C: -5.972 -1.456 -0.560  -0.886
H: -7.027 0.089 -1.771  0.196
H: -8.023 -1.115 -0.674  0.344
H: -7.356 0.348 1.036  0.290
H: -8.021 1.536 -0.023  0.286
H: -5.080 1.990 0.710  0.336
H: -5.442 1.799 -0.945  0.312
H: -6.020 -2.161 0.361  0.315
H: -5.630 -2.096 -1.267  0.510
C: 3.454 1.404 3.992  -0.381
C: 3.691 2.866 3.591  -1.640
C: 2.518 3.317 2.715  -1.052
S: 1.109 2.350 3.090  1.169
O: 0.539 1.464 2.143  -0.189
O: 0.141 3.139 3.793  -0.768
C: 1.923 1.323 4.329  -0.528
H: 3.914 1.149 4.848  0.582
H: 3.629 0.638 3.179  0.075
H: 4.403 2.925 3.085  0.882
H: 3.869 3.501 4.447  0.317
H: 2.702 3.316 1.710  0.282
H: 2.363 4.211 2.852  0.993
H: 1.511 0.320 4.256  0.083
H: 1.718 1.972 5.372  0.305
C: -1.707 -5.560 -3.714  -0.497
C: -1.494 -4.653 -4.846  -0.892
C: -0.152 -3.974 -4.627  -0.645
S: -0.029 -3.875 -2.878  1.168
O: -0.126 -2.462 -2.505  -0.592
O: 1.128 -4.633 -2.379  -0.725
C: -1.497 -4.701 -2.472  -0.559
H: -1.283 -6.574 -3.715  0.322
H: -2.825 -5.834 -4.042  0.262
H: -2.088 -3.661 -4.894  0.153
H: -1.500 -5.147 -5.661  0.683
H: 0.023 -2.791 -4.707  0.308
H: 0.607 -4.655 -5.066  0.272
H: -2.261 -4.045 -2.345  0.381
H: -1.311 -5.312 -1.513  0.344